A cluster of 9 separate species, C42H77F12N14P2 in total at a distorted geometry. Source: OMol25; level of theory: ωB97M-V with the def2-TZVPD basis set.

ORCA input file:
```
! RIJCOSX wB97M-V def2-TZVPD def2/J DEFGRID3
* xyz 5 1
C -8.5043 2.4897 1.6595
C -7.6687 1.9738 0.5106
N -6.9620 0.7307 0.8295
C -7.4771 -0.5536 0.7884
C -6.4727 -1.3978 1.0687
N -5.3977 -0.6226 1.4638
C -5.7631 0.6589 1.3757
C -4.1443 -1.1239 2.0002
H -9.3623 1.8366 1.8302
H -8.9351 3.4495 1.3737
H -7.9357 2.6424 2.5724
H -6.9273 2.7316 0.3118
H -8.2024 1.8434 -0.4274
H -8.4680 -0.6917 0.3894
H -6.4173 -2.4671 0.9790
H -5.1905 1.5153 1.6878
H -3.2879 -0.4597 2.0162
H -3.8991 -2.0365 1.4558
H -4.2363 -1.4296 3.0441
C 1.0784 -3.7668 -6.0809
C -0.2081 -3.0305 -5.7346
N 0.0511 -1.8083 -4.9619
C -0.8366 -0.7806 -4.7639
C -0.2256 0.2241 -4.1438
N 1.0223 -0.2685 -3.8265
C 1.1627 -1.4596 -4.3564
C 2.0682 0.4883 -3.1368
H 0.8191 -4.6167 -6.7079
H 1.5012 -4.1225 -5.1452
H 1.7330 -3.1352 -6.6772
H -0.8043 -3.6675 -5.0665
H -0.9139 -2.8808 -6.5500
H -1.7584 -0.8228 -5.3216
H -0.5130 1.2183 -3.8469
H 2.0720 -2.0304 -4.2986
H 2.3799 1.2976 -3.7979
H 2.9122 -0.1622 -2.9366
H 1.6561 0.9083 -2.2227
C 2.7494 9.8990 -0.1837
C 2.6728 8.6646 0.7275
N 1.7626 7.6499 0.1581
C 0.4113 7.8468 0.0450
C -0.0716 6.7832 -0.5975
N 0.9867 6.0369 -1.0235
C 2.1010 6.6149 -0.5775
C 0.8413 4.8061 -1.7960
H 3.4677 10.6184 0.2097
H 1.8249 10.4727 -0.1998
H 3.0723 9.5272 -1.1550
H 2.2566 8.9163 1.7033
H 3.6609 8.2341 0.8763
H -0.0711 8.7260 0.4315
H -1.1106 6.5812 -0.7943
H 3.1258 6.3076 -0.6558
H -0.0331 4.8903 -2.4345
H 0.6805 4.0018 -1.0762
H 1.6723 4.5135 -2.4349
C 9.0766 1.6354 3.2491
C 8.1203 1.3763 2.0942
N 7.1849 2.4820 1.8544
C 7.3762 3.8125 2.1461
C 6.3062 4.4730 1.6934
N 5.4933 3.5490 1.0662
C 6.0498 2.3677 1.1900
C 4.2057 3.8775 0.4281
H 9.6147 2.5750 3.1445
H 9.8016 0.8289 3.2824
H 8.5010 1.7293 4.1713
H 7.5552 0.4532 2.2403
H 8.6784 1.1471 1.1822
H 8.2955 4.1262 2.6032
H 5.9912 5.4929 1.8156
H 5.6340 1.4571 0.7927
H 3.6331 4.5198 1.0954
H 3.6518 2.9362 0.4177
H 4.3139 4.3264 -0.5526
C 6.1810 -1.7027 6.7159
C 4.7626 -1.9437 7.1691
N 3.7615 -1.9459 6.1016
C 3.8055 -1.1890 4.9478
C 2.7148 -1.5026 4.2287
N 2.0428 -2.4765 4.9222
C 2.6915 -2.7154 6.0439
C 0.8524 -3.1723 4.4313
H 6.7627 -1.8249 7.6284
H 6.2798 -0.6663 6.3922
H 6.5362 -2.3746 5.9408
H 4.4588 -1.2663 7.9693
H 4.6635 -2.9002 7.6907
H 4.6102 -0.4963 4.7915
H 2.3854 -1.1058 3.2848
H 2.4976 -3.4624 6.7977
H -0.0344 -2.7433 4.8884
H 0.9557 -4.2345 4.6351
H 0.7914 -3.0471 3.3538
C -2.1527 -8.9695 1.4413
C -1.8598 -8.1322 0.2242
N -0.5778 -7.3944 0.3312
C 0.6255 -7.9436 0.6656
C 1.5511 -6.9664 0.5594
N 0.9109 -5.8930 -0.0071
C -0.3843 -6.1347 -0.0220
C 1.5313 -4.5977 -0.3064
H -1.3975 -9.7164 1.6750
H -3.0904 -9.5034 1.2932
H -2.2906 -8.3484 2.3293
H -2.6307 -7.4220 -0.0554
H -1.7075 -8.8171 -0.6135
H 0.6913 -8.9453 1.0515
H 2.5792 -6.9329 0.8695
H -1.1768 -5.4895 -0.3510
H 2.2442 -4.3815 0.4793
H 0.8158 -3.8047 -0.4824
H 2.0659 -4.7054 -1.2537
C -6.3390 -0.2394 -6.0788
C -6.1986 -1.2728 -4.9733
N -5.0919 -0.9475 -4.0384
C -4.8934 0.2101 -3.3237
C -3.8483 -0.0026 -2.5047
N -3.3625 -1.2645 -2.7653
C -4.1168 -1.7725 -3.7423
C -2.4787 -2.0481 -1.8993
H -6.2702 0.7650 -5.6632
H -7.2947 -0.3742 -6.5806
H -5.5898 -0.3264 -6.8659
H -5.9847 -2.2262 -5.4479
H -7.1042 -1.3051 -4.3716
H -5.5205 1.0732 -3.4586
H -3.4268 0.6211 -1.7273
H -4.0302 -2.7452 -4.1966
H -2.4834 -1.7740 -0.8512
H -1.4688 -1.8468 -2.2595
H -2.6754 -3.1083 -2.0305
P -3.2050 3.6739 -1.3029
F -3.0814 2.6946 -0.0075
F -4.2817 4.5410 -0.4956
F -2.0186 4.6178 -0.7036
F -3.3187 4.5857 -2.6002
F -2.0463 2.7840 -2.0450
F -4.3977 2.7404 -1.8969
P 0.0763 -0.9948 0.8060
F -0.8217 -2.3442 1.0082
F 0.2747 -1.3783 -0.7700
F -1.2975 -0.2210 0.5639
F 0.9726 0.3288 0.5631
F 0.0331 -0.5584 2.3449
F 1.3969 -1.9475 1.0627
*
```

- Orbital gap: 9.81 eV
- E: -116821.397 eV
- HOMO level: -18.866 eV
- Relative energy (zero: lowest compared OMol25 entry of this formula, charge and spin): 8.41 kJ/mol

Here are the Löwdin charges for atoms 1 to 99, given in e: number 1, C, carries -0.0479; number 2, C, carries -0.1614; number 3, N, carries -0.0320; number 4, C, carries 0.0125; number 5, C, carries -0.0080; number 6, N, carries -0.0736; number 7, C, carries -0.0004; number 8, C, carries 0.0087; number 9, H, carries 0.0878; number 10, H, carries 0.0968; number 11, H, carries 0.0878; number 12, H, carries 0.1210; number 13, H, carries 0.1365; number 14, H, carries 0.1483; number 15, H, carries 0.1370; number 16, H, carries 0.1785; number 17, H, carries 0.0889; number 18, H, carries 0.0904; number 19, H, carries 0.1080; number 20, C, carries -0.0510; number 21, C, carries -0.1549; number 22, N, carries -0.0238; number 23, C, carries -0.0332; number 24, C, carries 0.0235; number 25, N, carries -0.0718; number 26, C, carries -0.0393; number 27, C, carries 0.0342; number 28, H, carries 0.0998; number 29, H, carries 0.0781; number 30, H, carries 0.0982; number 31, H, carries 0.1242; number 32, H, carries 0.1375; number 33, H, carries 0.1424; number 34, H, carries 0.1445; number 35, H, carries 0.1694; number 36, H, carries 0.1085; number 37, H, carries 0.1024; number 38, H, carries 0.0912; number 39, C, carries -0.0418; number 40, C, carries -0.1482; number 41, N, carries -0.0512; number 42, C, carries 0.0188; number 43, C, carries 0.0020; number 44, N, carries -0.0554; number 45, C, carries -0.0403; number 46, C, carries 0.0123; number 47, H, carries 0.0939; number 48, H, carries 0.0864; number 49, H, carries 0.0873; number 50, H, carries 0.1333; number 51, H, carries 0.1183; number 52, H, carries 0.1552; number 53, H, carries 0.1386; number 54, H, carries 0.1439; number 55, H, carries 0.1001; number 56, H, carries 0.0963; number 57, H, carries 0.0947; number 58, C, carries -0.0503; number 59, C, carries -0.1583; number 60, N, carries -0.0260; number 61, C, carries 0.0256; number 62, C, carries 0.0135; number 63, N, carries -0.0791; number 64, C, carries -0.0353; number 65, C, carries 0.0243; number 66, H, carries 0.0785; number 67, H, carries 0.0979; number 68, H, carries 0.0901; number 69, H, carries 0.1256; number 70, H, carries 0.1384; number 71, H, carries 0.1433; number 72, H, carries 0.1442; number 73, H, carries 0.1727; number 74, H, carries 0.1008; number 75, H, carries 0.0998; number 76, H, carries 0.0935; number 77, C, carries -0.0591; number 78, C, carries -0.1634; number 79, N, carries -0.0333; number 80, C, carries 0.0035; number 81, C, carries -0.0030; number 82, N, carries -0.0677; number 83, C, carries -0.0093; number 84, C, carries 0.0365; number 85, H, carries 0.1004; number 86, H, carries 0.0727; number 87, H, carries 0.0904; number 88, H, carries 0.1423; number 89, H, carries 0.1350; number 90, H, carries 0.1273; number 91, H, carries 0.1173; number 92, H, carries 0.1831; number 93, H, carries 0.1112; number 94, H, carries 0.1048; number 95, H, carries 0.0730; number 96, C, carries -0.0589; number 97, C, carries -0.1464; number 98, N, carries -0.0405; number 99, C, carries 0.0151

A cluster of 11 separate species, C42H78F2O33 in total at a distorted geometry. Source: OMol25; level of theory: ωB97M-V with the def2-TZVPD basis set.

ORCA input file:
```
! RIJCOSX wB97M-V def2-TZVPD def2/J DEFGRID3
* xyz 0 1
C 10.0809 -4.6610 1.4236
C 9.0920 -3.6820 0.7119
O 9.7038 -3.1614 -0.4567
C 10.2890 -2.0154 -0.6067
O 10.2154 -1.0902 0.2517
O 10.8948 -1.9807 -1.7117
C 10.8202 -3.0477 -2.6985
H 9.7146 -5.0467 2.3750
H 10.9940 -4.1267 1.6862
H 10.1974 -5.5241 0.7683
H 8.6509 -2.9797 1.4192
H 8.1419 -4.1868 0.5371
H 11.5669 -3.7954 -2.4313
H 11.1309 -2.7282 -3.6932
H 9.9731 -3.7109 -2.8735
C -6.8682 8.5257 -6.5716
C -6.9365 7.6820 -5.3363
O -5.7029 7.1720 -4.8381
C -4.9034 7.7942 -3.9884
O -5.2273 8.8541 -3.3859
O -3.7848 7.1090 -3.7762
C -2.9932 7.3595 -2.6563
H -6.1645 9.3579 -6.5915
H -7.8599 8.8581 -6.8784
H -6.5152 7.9105 -7.3993
H -7.5757 6.8016 -5.4017
H -7.4517 8.3432 -4.6396
H -2.4121 8.2805 -2.6104
H -2.2663 6.5743 -2.4487
H -3.6421 7.3509 -1.7805
C -5.9890 -4.8153 1.7304
C -6.5347 -3.6131 0.8657
O -7.3412 -2.8033 1.6302
C -7.5606 -1.5381 1.3208
O -6.9899 -0.8208 0.4342
O -8.6179 -1.0389 2.1223
C -8.9467 0.3317 2.0320
H -6.8041 -5.4516 2.0752
H -5.3064 -4.5212 2.5277
H -5.4275 -5.4354 1.0316
H -7.0363 -4.0478 0.0011
H -5.6942 -3.0085 0.5250
H -9.9267 0.5870 2.4350
H -9.0768 0.5997 0.9835
H -8.2714 0.9348 2.6389
C -2.9774 8.4438 4.9382
C -4.3311 9.1862 4.6093
O -5.3081 8.3509 3.9688
C -6.2712 8.7392 3.0632
O -6.3052 9.8557 2.5091
O -6.8571 7.6463 2.6123
C -7.9811 7.8602 1.8022
H -2.1837 9.1421 5.2039
H -2.4756 8.1227 4.0254
H -2.9879 7.5881 5.6133
H -4.1276 10.0401 3.9631
H -4.7615 9.5324 5.5489
H -8.4380 6.9028 1.5513
H -7.7746 8.3793 0.8663
H -8.7061 8.4141 2.3986
C 4.8757 -7.0168 5.0645
C 4.5188 -8.1669 4.1956
O 5.5328 -8.8023 3.3825
C 6.3086 -9.7481 3.8292
O 6.4047 -10.0335 5.0185
O 6.7727 -10.4268 2.7904
C 7.6459 -11.5105 2.9274
H 5.8248 -7.2028 5.5673
H 4.0700 -6.7324 5.7413
H 5.0114 -6.0819 4.5206
H 3.8337 -7.7321 3.4678
H 4.0485 -8.9431 4.7992
H 7.4680 -12.3156 2.2145
H 7.4012 -11.8551 3.9321
H 8.6541 -11.0993 2.8780
C 9.9840 7.4031 -5.8339
C 10.4345 5.9856 -5.5543
O 9.2985 5.2037 -5.2540
C 8.8653 5.2153 -4.0171
O 9.3046 5.8422 -3.0885
O 7.8512 4.3541 -4.0039
C 7.1345 4.0675 -2.8106
H 9.1524 7.3760 -6.5382
H 10.8784 7.9821 -6.0639
H 9.6038 7.9521 -4.9725
H 11.1543 5.9162 -4.7387
H 11.0740 5.6691 -6.3783
H 7.7058 3.4400 -2.1265
H 6.2208 3.5057 -3.0047
H 6.8590 5.0062 -2.3301
C -1.9759 0.6753 -3.9952
C -3.2764 0.0295 -3.5297
O -4.3897 0.3814 -4.4479
C -5.2060 -0.5394 -5.0440
O -5.2240 -1.6874 -4.7638
O -5.8313 0.0405 -6.0381
C -6.1736 1.3810 -6.0190
H -1.2103 0.4771 -3.2450
H -2.2007 1.7057 -4.2709
H -1.6653 0.1580 -4.9030
H -3.5601 0.4213 -2.5529
H -3.0373 -1.0107 -3.3083
H -6.9542 1.5492 -5.2771
H -6.4577 1.6352 -7.0401
H -5.3305 2.0097 -5.7327
C -0.8191 -6.1553 -7.3690
C -0.3573 -7.5878 -7.4448
O -0.8361 -8.2443 -8.5327
C -0.1312 -8.3314 -9.6843
O 0.9697 -7.7561 -9.9341
O -0.8360 -9.2112 -10.4382
C -0.1638 -9.7703 -11.5700
H -0.1836 -5.4361 -7.8857
H -0.6103 -5.7038 -6.3991
H -1.8807 -6.0225 -7.5773
H -0.5887 -8.1738 -6.5554
H 0.7312 -7.5495 -7.4867
H 0.2425 -8.9665 -12.1841
H -0.9139 -10.3829 -12.0701
H 0.5859 -10.5046 -11.2752
C -2.4978 1.6859 2.5119
C -2.0682 0.3311 3.1914
O -0.6929 0.1264 2.7548
C -0.1196 -1.0463 2.3976
O -0.5862 -2.1536 2.6432
O 0.9441 -0.7162 1.5371
C 1.6333 -1.7669 0.9030
H -3.3627 2.0891 3.0387
H -2.6743 1.4504 1.4624
H -1.6137 2.3196 2.5825
H -2.6213 -0.5686 2.9218
H -2.1722 0.4766 4.2667
H 1.0619 -2.0673 0.0247
H 1.9114 -2.6430 1.4888
H 2.5925 -1.3215 0.6391
C -5.0260 -0.9132 9.3906
C -5.9960 -1.9486 8.8333
O -5.2174 -3.1492 9.0878
C -3.9107 -2.7950 8.8753
O -2.9725 -3.4544 8.6240
O -3.7900 -1.4904 9.0188
F -6.1802 -1.8744 7.5475
H -5.0645 -0.9675 10.4785
H -5.3087 0.1001 9.1051
H -6.9962 -1.8466 9.2544
C 1.7399 2.4919 8.2096
C 2.6278 3.6061 8.4935
O 3.1337 3.2686 9.8070
C 2.9247 2.0446 10.1027
O 3.4322 1.5120 11.0652
O 2.2982 1.4322 9.0471
F 1.8942 4.6229 8.6839
H 1.7480 2.2339 7.1506
H 0.7213 2.6086 8.5795
H 3.4488 3.8411 7.8161
*
```

- Orbital gap: 10.32 eV
- E: -117814.767 eV
- HOMO level: -10.306 eV
- SMILES string: O=C1OC[C@@H](F)O1.O=C1OC[C@@H](F)O1.CCOC(=O)OC.CCOC(=O)OC.CCOC(=O)OC.CCOC(=O)OC.CCOC(=O)OC.CCOC(=O)OC.CCOC(=O)OC.CCOC(=O)OC.CCOC(=O)OC
- Relative energy (zero: lowest compared OMol25 entry of this formula, charge and spin): 303.27 kJ/mol

Here are the Löwdin charges for atoms 1 to 99, given in e: number 1, C, carries -0.0473; number 2, C, carries -0.1944; number 3, O, carries 0.0175; number 4, C, carries -0.6411; number 5, O, carries 0.0695; number 6, O, carries 0.0685; number 7, C, carries -0.0117; number 8, H, carries 0.0717; number 9, H, carries 0.0782; number 10, H, carries 0.0722; number 11, H, carries 0.1183; number 12, H, carries 0.1156; number 13, H, carries 0.0927; number 14, H, carries 0.0941; number 15, H, carries 0.0962; number 16, C, carries -0.0720; number 17, C, carries -0.2216; number 18, O, carries 0.0423; number 19, C, carries -0.5424; number 20, O, carries 0.0702; number 21, O, carries 0.0120; number 22, C, carries -0.0669; number 23, H, carries 0.0859; number 24, H, carries 0.0836; number 25, H, carries 0.0731; number 26, H, carries 0.1285; number 27, H, carries 0.1181; number 28, H, carries 0.0982; number 29, H, carries 0.0932; number 30, H, carries 0.0978; number 31, C, carries -0.0442; number 32, C, carries -0.2210; number 33, O, carries 0.0384; number 34, C, carries -0.4503; number 35, O, carries 0.0554; number 36, O, carries -0.0393; number 37, C, carries -0.0800; number 38, H, carries 0.0720; number 39, H, carries 0.0742; number 40, H, carries 0.0699; number 41, H, carries 0.1290; number 42, H, carries 0.1212; number 43, H, carries 0.0861; number 44, H, carries 0.0935; number 45, H, carries 0.0951; number 46, C, carries -0.0607; number 47, C, carries -0.1826; number 48, O, carries -0.0024; number 49, C, carries -0.5246; number 50, O, carries 0.0885; number 51, O, carries 0.0056; number 52, C, carries -0.0563; number 53, H, carries 0.0688; number 54, H, carries 0.0649; number 55, H, carries 0.0694; number 56, H, carries 0.1168; number 57, H, carries 0.1154; number 58, H, carries 0.0951; number 59, H, carries 0.1004; number 60, H, carries 0.1017; number 61, C, carries -0.0791; number 62, C, carries -0.2023; number 63, O, carries 0.0463; number 64, C, carries -0.6082; number 65, O, carries 0.1012; number 66, O, carries -0.0036; number 67, C, carries -0.0402; number 68, H, carries 0.0835; number 69, H, carries 0.0874; number 70, H, carries 0.0730; number 71, H, carries 0.1241; number 72, H, carries 0.1289; number 73, H, carries 0.0976; number 74, H, carries 0.0910; number 75, H, carries 0.1004; number 76, C, carries -0.0674; number 77, C, carries -0.2255; number 78, O, carries 0.0478; number 79, C, carries -0.6209; number 80, O, carries 0.1358; number 81, O, carries 0.0015; number 82, C, carries -0.0405; number 83, H, carries 0.0857; number 84, H, carries 0.0805; number 85, H, carries 0.0747; number 86, H, carries 0.1232; number 87, H, carries 0.1229; number 88, H, carries 0.0971; number 89, H, carries 0.0902; number 90, H, carries 0.0950; number 91, C, carries -0.0712; number 92, C, carries -0.1876; number 93, O, carries -0.0147; number 94, C, carries -0.6058; number 95, O, carries 0.1640; number 96, O, carries 0.0159; number 97, C, carries -0.0622; number 98, H, carries 0.0794; number 99, H, carries 0.0774